Version one
One molecule with the formula Br2H2NOP, computed with ωB97M-V with the def2-TZVPD basis set.

Element x y z (Å)
O  -0.609  0.141  1.957
P  -0.458  0.234  0.370
Br  -1.603  -1.451  -0.615
N  1.060  -0.013  -0.283
H  1.765  -0.531  0.282
H  1.251  -0.361  -1.263
Br  -1.406  1.981  -0.447

HOMO	-10.52	eV
spin multiplicity	1



Version two
One molecule with the formula Br2H2NOP, computed with ωB97M-V with the def2-TZVPD basis set.

Element x y z (Å)
Br  1.731  -1.369  -0.612
H  -2.006  0.250  -0.272
H  -1.159  -0.949  0.538
Br  1.358  1.983  -0.897
N  -1.292  -0.493  -0.375
O  0.774  0.312  1.521
P  0.593  0.266  0.098

HOMO	-10.67	eV
spin multiplicity	1



Version three
One molecule with the formula Br2H2NOP, computed with ωB97M-V with the def2-TZVPD basis set.

Element x y z (Å)
N  -1.122  -0.294  0.236
Br  1.568  -1.580  0.442
P  0.364  0.017  -0.446
Br  1.646  1.730  0.370
O  0.462  0.199  -1.889
H  -2.007  0.146  0.058
H  -0.913  -0.219  1.229

HOMO	-10.49	eV
spin multiplicity	1



Most stable: version three. Least stable: version two.



Version one
An isolated ion of composition C5H12NO and charge +1, computed with ωB97M-V with the def2-TZVPD basis set.

Element x y z (Å)
H  -2.172  0.673  1.334
C  -0.527  -0.484  0.665
H  2.018  0.012  1.557
H  0.257  -0.474  -2.246
C  0.777  -0.242  -0.154
C  0.507  0.321  -1.532
H  1.393  1.507  0.897
C  -1.379  -1.606  0.087
H  -0.907  1.562  0.849
H  -1.902  0.771  -0.322
H  -0.254  1.096  -1.546
H  -0.285  -0.456  1.729
N  -1.461  0.742  0.605
H  1.162  -1.275  -0.185
H  -1.234  -2.624  0.481
O  -2.020  -1.352  -0.892
H  1.416  0.699  -1.993
H  2.754  0.583  0.033
C  1.856  0.544  0.632

total charge	+1
HOMO	-14.97	eV
spin multiplicity	1



Version two
A 2-piece molecular cluster, C5H12NO overall, computed with ωB97M-V with the def2-TZVPD basis set.

Element x y z (Å)
C  0.823  -1.534  0.436
H  0.967  -2.665  0.785
C  1.782  -1.264  -0.728
C  -1.476  -2.135  -0.401
H  -1.289  0.877  -0.456
H  1.483  -0.202  -1.040
C  -0.677  2.287  1.169
O  -0.239  2.509  -1.218
N  -0.503  -1.399  -0.054
H  -2.332  -1.620  -0.536
H  0.327  3.298  -1.060
H  0.030  1.745  1.647
H  2.917  -1.335  -0.360
H  -0.620  3.388  1.239
H  -1.617  -3.161  -0.469
H  -1.590  2.116  1.608
H  1.678  -1.888  -1.650
H  1.100  -0.885  1.334
C  -0.765  1.867  -0.248

total charge	+1
HOMO	-12.53	eV
spin multiplicity	1



Most stable: version one. Least stable: version two.



Version one
A 2-piece molecular cluster, C4H10NO3 overall, computed with ωB97M-V with the def2-TZVPD basis set.

Element x y z (Å)
C  -0.567  0.667  0.847
O  0.234  -3.277  -1.585
H  1.193  1.565  1.173
H  -0.560  -2.711  -1.529
C  1.699  -0.079  0.111
H  0.741  -2.818  -0.904
H  -0.437  2.824  0.421
C  -1.200  -0.553  0.075
O  -0.790  -0.745  -1.094
H  -0.856  1.817  -1.003
C  -0.974  1.933  0.076
H  2.752  -0.015  0.412
O  -2.099  -1.150  0.687
H  1.635  0.299  -0.907
H  -1.072  0.692  1.812
H  1.458  -1.146  0.100
H  -2.038  2.090  0.222
N  0.879  0.609  1.086

total charge	-1
HOMO	-4.50	eV
spin multiplicity	1



Version two
A 3-piece molecular cluster, C4H10NO3 overall, computed with ωB97M-V with the def2-TZVPD basis set.

Element x y z (Å)
H  0.583  -1.025  -1.848
C  -0.288  -1.276  -1.256
O  0.792  2.433  -0.334
O  -2.679  0.231  -1.217
H  -1.113  -0.557  -1.466
H  -0.624  -2.288  -1.430
C  0.650  0.160  0.542
H  1.725  0.096  0.492
H  -1.073  1.594  -0.383
H  0.348  -1.842  0.859
C  -0.044  1.645  0.058
H  -3.489  0.735  -1.351
H  2.276  -2.834  1.493
H  -1.168  -0.782  0.627
C  -0.168  -0.964  0.225
O  1.784  -2.467  0.744
H  0.642  1.632  2.020
N  0.054  1.040  1.443

total charge	-1
HOMO	-3.67	eV
spin multiplicity	1



Most stable: version one. Least stable: version two.



Version one
An isolated ion of composition C6H11N and charge +1, computed with ωB97M-V with the def2-TZVPD basis set.

Element x y z (Å)
H  2.712  1.782  -2.499
H  -1.425  -1.411  3.566
H  0.640  0.458  -2.893
H  -2.768  0.613  1.560
H  3.072  0.683  -1.335
C  -2.185  -0.812  3.161
C  2.422  0.825  -2.147
H  -0.815  1.269  0.000
H  2.746  0.026  -2.729
H  -0.806  -1.726  0.899
H  0.314  -1.145  -1.272
C  0.536  -0.167  -0.893
H  1.359  -0.117  -0.147
N  0.942  0.861  -1.922
C  -2.080  -0.246  1.947
C  -0.613  0.206  -0.023
C  -1.109  -0.701  0.940
H  -2.943  -0.397  3.787

total charge	+1
HOMO (spin up / spin down)	-13.44 / -13.42	eV
spin multiplicity	2



Version two
An isolated ion of composition C6H11N and charge +1, computed with ωB97M-V with the def2-TZVPD basis set.

Element x y z (Å)
H  0.166  0.833  -2.164
N  1.274  2.189  -1.126
H  0.371  -2.012  -0.215
H  0.937  2.920  -1.744
C  0.650  1.022  -1.212
C  -1.334  -1.090  0.712
H  0.847  0.442  1.840
C  0.682  0.046  -0.216
C  1.500  0.166  1.013
H  2.290  0.906  0.941
H  1.499  2.518  -0.190
H  -0.705  -1.135  -1.320
H  -2.915  -1.402  -0.603
H  -3.335  -1.262  1.217
C  -0.244  -1.115  -0.340
C  -2.607  -1.259  0.423
H  1.938  -0.802  1.242
H  -1.013  -0.964  1.741

total charge	+1
HOMO (spin up / spin down)	-13.76 / -13.73	eV
spin multiplicity	2



Most stable: version two. Least stable: version one.



Version one
An isolated ion of composition C2H4NO2 and charge +1, computed with ωB97M-V with the def2-TZVPD basis set.

Element x y z (Å)
H  1.170  0.071  -1.379
O  -0.690  -0.792  0.273
C  -0.036  0.232  0.159
H  2.014  1.123  -0.328
C  1.330  0.214  -0.364
H  -0.470  1.274  0.297
O  -2.954  -1.012  0.694
H  1.723  -0.791  -0.206
N  -2.087  -0.319  0.855

total charge	+1
HOMO	-17.26	eV
spin multiplicity	1



Version two
C2H4NO2 as an isolated structure, computed with ωB97M-V with the def2-TZVPD basis set.

Element x y z (Å)
O  1.855  -0.608  0.979
C  0.841  0.048  0.759
H  -0.148  0.632  -0.994
H  0.229  -1.121  -0.908
C  -0.069  -0.242  -0.336
O  1.935  -0.574  3.288
N  1.917  0.127  2.413
H  -1.089  -0.358  0.052
H  0.567  0.928  1.372

total charge	+1
HOMO	-17.75	eV
spin multiplicity	1



Most stable: version one. Least stable: version two.



Version one
One molecule with the formula CH3BrCl2Si, computed with ωB97M-V with the def2-TZVPD basis set.

Element x y z (Å)
C  -0.406  -0.015  -0.490
H  -0.630  0.999  -0.193
Cl  1.992  -2.467  -0.338
Si  1.339  -0.750  0.428
H  1.001  -0.859  1.838
Br  -1.904  -1.139  0.065
H  -0.345  -0.102  -1.571
Cl  2.650  0.757  0.137

HOMO	-9.87	eV
spin multiplicity	1



Version two
A 2-piece molecular cluster, CH3BrCl2Si overall, computed with ωB97M-V with the def2-TZVPD basis set.

Element x y z (Å)
C  -2.019  0.676  -0.109
H  -3.125  0.839  -0.179
Si  1.645  -0.279  0.271
Br  -1.526  -1.073  -0.373
H  -1.389  1.513  -0.399
H  2.140  0.957  0.615
Cl  2.425  -0.931  -1.504
Cl  1.849  -1.701  1.678

HOMO (spin up / spin down)	-8.77 / -7.49	eV
spin multiplicity	1



Most stable: version one. Least stable: version two.